Entry 1:
Here is a molecular structure, C19H30F9NO6PS in a non-equilibrium geometry from OMol25. Energies are from the ωB97M-V functional and the def2-TZVPD basis.

Each line ends with the Löwdin charge.
CARTESIAN COORDINATES (ANGSTROEM)
C  -0.108759  -0.887581  -0.874260  -0.57
O  -2.849281  5.207667  -5.566933  -0.20
H  -2.257236  6.196745  -7.286087  0.09
O  -2.142206  -4.561245  4.574955  -0.13
H  -1.094861  -1.980092  2.696729  0.12
F  2.676732  -1.725239  -1.703500  0.13
H  -0.152028  -4.819255  5.137820  0.12
F  0.794852  -0.176375  1.187822  0.19
C  1.418020  -2.993448  2.990959  -0.12
H  -3.006562  4.007199  -7.247284  0.13
C  -2.032510  -3.196486  4.196477  -0.18
H  -1.113104  -3.194456  9.124392  0.09
H  1.407883  -3.988269  2.529273  0.10
C  6.676877  -2.089735  0.424631  0.18
H  -3.060758  2.901966  -4.396399  0.12
H  -0.881137  -1.634970  8.304158  0.09
F  3.138185  -1.495745  0.362202  0.12
H  -2.512455  7.192279  -5.841093  0.09
N  5.272722  1.167379  -1.345707  -0.09
C  -2.927479  2.801045  -5.474773  -0.18
H  -1.795025  2.089014  -1.670537  0.08
H  -0.685418  4.220181  -5.407454  0.12
C  5.799797  1.613682  -0.306258  -0.83
H  -1.276066  -6.126970  5.484596  0.13
H  -2.434494  -2.475398  8.147811  0.09
C  2.191185  0.399645  -0.677425  -0.39
F  2.170643  1.032738  -1.845996  0.18
H  -2.100282  3.742272  -1.106167  0.10
C  -1.350402  -2.614236  8.226203  -0.11
C  0.770249  0.143224  -0.094440  -0.36
O  -1.600586  2.390796  -5.794479  -0.13
H  -0.889186  -3.744655  2.465323  0.13
H  -3.566825  1.979535  -5.804888  0.13
H  1.391986  -2.222112  2.214975  0.05
H  0.652947  3.186777  -3.435556  0.12
O  -0.848035  -3.248503  7.069110  -0.21
P  4.904637  -0.458033  -1.275187  1.08
H  -0.481989  1.801369  -3.546784  0.12
F  0.129003  -2.091143  -0.368917  0.19
C  -3.360834  4.051190  -6.210813  -0.20
H  -4.456958  4.116228  -6.204248  0.13
H  -2.977456  -2.961238  3.701339  0.13
C  -1.161279  -5.041000  5.489027  -0.18
C  -1.376995  -4.556398  6.907923  -0.20
C  -0.359272  2.876354  -3.735884  -0.21
F  0.128790  1.320758  -0.178443  0.15
C  5.948103  -1.337871  -0.176933  -0.20
F  2.804954  1.241167  0.187445  0.14
H  -2.448446  -4.562889  7.138851  0.13
O  -1.287034  3.617268  -2.963324  -0.18
H  -1.954657  -2.548123  5.071100  0.12
C  -0.915126  -2.937159  3.206807  -0.20
C  -0.553388  3.154394  -5.213262  -0.18
H  5.109532  -0.970071  -2.573343  0.10
S  6.023633  2.377137  0.994323  0.98
H  -0.850866  -5.222160  7.604850  0.13
H  7.282401  -2.922361  0.736594  0.08
H  -3.920281  6.557161  -6.719337  0.09
C  -2.892763  6.342585  -6.405431  -0.11
O  0.335701  -2.846803  3.876052  -0.19
F  0.066660  -0.836130  -2.177263  0.21
H  2.339530  -2.887563  3.563237  0.09
H  -0.434702  3.135265  -1.147504  0.07
H  0.353082  2.837909  -5.735663  0.13
F  -1.383415  -0.623590  -0.648183  0.20
C  3.112756  -0.835376  -0.802629  -0.50
C  -1.400703  3.111740  -1.652603  -0.11

Cartesian forces, eV/Å:
C -0.8 0.1 0.9
O 0.2 0.0 -0.1
H -0.1 0.0 -0.1
O 0.1 0.1 0.0
H -0.1 -0.1 -0.1
F -0.1 0.3 -0.6
H 0.0 0.2 0.1
F 0.6 -0.4 0.3
C -0.1 0.0 0.2
H 0.0 -0.1 0.0
C -0.2 -0.2 -0.1
H -0.1 0.0 0.0
H 0.0 0.0 -0.1
C -0.5 -0.2 -1.0
H 0.0 0.2 0.0
H 0.0 0.0 0.0
F 0.2 0.3 0.5
H 0.0 0.0 0.0
N 0.5 -1.9 0.2
C 0.0 -0.1 -0.2
H 0.1 0.0 0.1
H -0.1 0.0 0.2
C -1.5 1.3 0.3
H -0.1 0.0 0.0
H 0.0 -0.1 0.1
C 0.6 0.2 0.6
F -0.4 -0.2 -0.5
H 0.0 0.0 -0.1
C 0.1 0.0 -0.1
C -1.1 0.5 -1.0
O 0.0 0.1 0.1
H -0.1 0.0 0.0
H 0.1 0.0 -0.1
H 0.0 -0.1 -0.1
H 0.1 -0.2 0.0
O -0.2 0.1 -0.1
P 1.4 0.6 -0.2
H 0.0 0.0 -0.1
F 0.5 -0.5 -0.4
C -0.1 0.2 0.4
H 0.0 -0.1 -0.2
H 0.0 -0.1 0.0
C -0.2 -0.2 0.0
C 0.4 0.2 0.0
C -0.1 0.5 0.1
F 0.4 0.0 -0.1
C -0.4 0.1 -0.3
F 0.2 -0.2 0.4
H 0.0 -0.1 0.0
O -0.2 -0.2 0.0
H 0.2 0.0 0.0
C 0.2 0.3 0.3
C 0.1 -0.2 -0.1
H -0.3 0.1 0.4
S 0.8 -0.2 0.0
H -0.2 -0.1 0.0
H 0.0 0.4 0.4
H 0.0 0.0 -0.1
C 0.0 0.0 0.1
O 0.1 -0.2 0.0
F 0.7 -0.2 -0.4
H 0.0 0.0 0.0
H 0.0 0.1 0.0
H 0.0 -0.1 0.0
F -0.3 0.3 0.3
C -0.3 -0.8 0.4
C -0.2 0.3 -0.3

Calculated values
Gap between HOMO and LUMO (eV): 6.070
Charge: +1
HOMO (eV): -10.8
LUMO (eV): -4.724

---

Entry 2:
Here is a molecular structure, C24H60F2N5O16S3Sn in a non-equilibrium geometry from OMol25. Energies are from the ωB97M-V functional and the def2-TZVPD basis.

Each line ends with the Löwdin charge.
CARTESIAN COORDINATES (ANGSTROEM)
O  1.889349  -5.323466  1.455954  -0.17
H  -1.334558  5.996378  1.795822  0.08
O  1.428315  0.237450  -4.284532  -0.29
C  2.171935  0.944147  -5.244313  -0.10
H  1.605852  -4.832883  3.401239  0.09
O  -0.807215  0.686299  1.318583  -0.29
H  3.079371  5.206651  1.000047  0.08
H  1.579655  -4.708944  -1.077736  0.11
H  2.685436  3.693614  -0.462312  0.12
O  -1.032765  -1.448973  0.369859  -0.32
C  2.044641  5.553389  1.116727  -0.09
H  1.700957  5.024257  2.013060  0.08
H  2.917799  -2.169564  3.286761  0.10
C  -3.864082  2.513468  -1.949581  -0.21
H  0.409025  1.755314  -1.610625  0.03
N  -4.879053  -2.992402  -0.029334  -0.24
H  -1.684937  2.008985  -0.359233  0.08
H  -0.045642  -4.062458  -4.245810  0.14
H  -1.157119  -3.939225  -2.281910  0.11
C  0.599515  -3.747933  -3.420750  -0.23
H  1.942135  6.623319  1.256406  0.09
H  4.013309  2.446825  2.279094  0.08
O  1.542302  -2.738545  -3.666190  -0.31
C  0.822754  -4.260633  -0.423377  -0.19
C  -2.048370  3.438422  1.208619  -0.21
H  1.106560  -4.677996  -3.121137  0.12
H  2.463996  1.910523  -4.823827  0.09
H  1.662866  1.047844  -6.204869  0.10
H  0.026821  -5.025468  -0.384081  0.14
H  2.107625  -3.317739  0.894884  0.11
N  2.418473  -0.187392  3.310488  -0.05
C  1.436468  -1.532116  7.389785  -0.13
S  -5.973156  -3.728874  -0.882876  0.42
H  -0.969971  3.490196  1.403343  0.11
C  0.155582  2.173156  -3.469102  -0.22
O  1.198712  -0.672679  0.893588  -0.50
H  0.042274  4.233958  -1.833809  0.11
O  1.296871  -1.275966  6.023879  -0.19
H  -0.421098  -2.650124  -0.353138  0.05
H  0.393951  2.890727  -4.268114  0.12
O  -4.047823  -5.337872  0.903573  -0.27
H  1.527908  -2.624643  7.545839  0.08
H  3.096280  0.391522  -5.420328  0.08
C  3.984303  2.574426  3.380078  -0.15
H  -0.705455  -2.330081  -2.711055  0.11
H  -4.952887  2.516173  -2.057313  0.12
C  -3.684947  -1.042362  -2.883302  -0.08
C  2.202733  -1.540162  3.816409  -0.23
H  -4.128502  -1.001048  -3.892604  0.09
H  -4.166498  3.401040  -0.218362  0.11
C  2.404432  -1.740174  5.297367  -0.24
H  4.363972  1.646700  3.815571  0.07
O  0.074111  0.315830  -0.958543  -0.50
H  -3.507563  3.371295  -2.559778  0.11
C  1.645623  2.176402  3.382965  -0.23
C  -0.289417  -3.262475  -2.309212  -0.21
C  0.994605  3.688143  -1.824803  -0.21
H  0.492202  0.473312  3.771241  0.12
F  -2.676166  -3.473434  0.800524  -0.22
H  -2.475259  2.659376  1.836256  0.13
H  -0.346641  0.062411  -3.374676  0.09
C  1.525864  0.788991  3.970698  -0.20
H  0.534911  -1.288657  7.944199  0.09
C  -2.183208  2.965969  -0.228651  -0.21
H  1.193242  -1.875449  3.529892  0.13
H  1.691077  0.856097  5.046337  0.12
N  0.296770  -3.042954  -1.016859  -0.05
H  3.319293  -1.193592  5.579626  0.13
F  -6.998914  -2.481169  -1.038053  -0.22
H  2.768475  -1.947952  -5.141578  0.07
H  1.686458  -3.234760  -5.729743  0.10
H  -1.744874  5.783482  0.119545  0.08
Sn  2.334964  -0.840626  -1.527004  1.59
H  3.215452  -4.431980  2.723548  0.08
O  -3.051181  -4.499313  -1.224451  -0.31
H  1.148813  3.101128  0.211920  0.11
H  -2.263100  1.124262  -2.368026  0.09
H  2.563930  -2.803370  5.528505  0.12
C  2.419603  -5.174857  2.751076  -0.11
H  -4.080936  -1.944820  -2.419780  0.06
C  -3.336632  1.241903  -2.600499  -0.26
C  1.348736  -4.124557  0.989983  -0.24
C  2.264867  -2.873469  -4.877353  -0.09
O  -4.035472  0.115492  -2.150238  -0.15
H  2.361264  -1.100711  7.789335  0.09
H  -0.896819  2.452400  -3.285563  0.11
H  1.618907  2.111074  2.283115  0.10
H  -0.465743  0.762600  -4.947224  0.13
C  -2.191289  5.817429  1.125068  -0.12
S  -3.797991  -4.286436  -0.018339  0.52
O  1.287533  5.159945  -0.011765  -0.19
O  -5.671136  -3.931921  -2.270626  -0.31
O  2.722630  2.977126  3.804873  -0.18
C  0.152881  0.771935  -4.040113  -0.23
S  -0.172959  -0.265040  0.420301  0.29
H  -2.876896  6.655764  1.211796  0.08
H  0.720886  2.696745  3.641902  0.13
N  -3.575383  2.633811  -0.530574  -0.03
H  -3.418840  1.313694  -3.699147  0.12
H  4.721888  3.370979  3.523051  0.08
H  1.970151  -0.229465  2.366306  0.05
H  0.557051  -3.716039  1.631394  0.14
H  3.023663  -3.638932  -4.656554  0.09
O  -2.821415  4.600402  1.424641  -0.18
O  -6.793170  -4.660803  -0.176685  -0.29
N  0.978476  2.297715  -2.270217  -0.05
H  -1.780491  3.712858  -0.940964  0.10
H  1.656335  4.192746  -2.544109  0.12
H  2.732769  -6.140819  3.133760  0.09
C  1.600130  3.862987  -0.444161  -0.23
H  -2.590163  -1.145760  -2.953933  0.07

Cartesian forces, eV/Å:
O 0.0 -0.4 -0.5
H -0.2 0.0 0.1
O 0.5 -0.7 0.0
C 0.7 0.2 0.4
H 0.2 0.2 0.2
O 1.3 0.5 -0.6
H 0.2 0.5 -0.1
H 0.2 0.2 0.2
H 0.0 0.1 0.0
O 0.2 0.7 -0.3
C -0.1 -1.0 0.2
H -0.2 0.1 0.1
H 0.0 -0.2 0.0
C -0.3 -0.3 -0.3
H 0.7 0.3 0.2
N 1.7 -3.1 -0.5
H 0.7 0.3 0.1
H 0.2 0.7 -0.5
H 0.2 0.0 0.4
C 0.1 -1.2 1.3
H 0.1 0.1 -0.1
H -0.3 -0.3 0.2
O 0.0 1.2 -0.8
C -0.5 -1.8 -0.3
C -0.1 -0.9 -0.9
H 0.2 0.1 -0.1
H -0.1 0.2 -0.3
H -0.3 0.1 0.1
H -0.1 0.1 -0.1
H 0.1 -0.2 0.6
N -0.5 0.5 -0.1
C 0.3 -1.4 0.1
S -4.3 2.3 -1.6
H -0.1 0.6 0.4
C -0.4 0.5 -0.7
O 1.4 -0.1 -1.5
H -0.2 -0.4 -0.1
O -0.4 0.3 0.2
H 0.5 0.5 -0.6
H 0.7 0.0 0.2
O -0.9 -0.7 -0.6
H 0.2 0.1 0.0
H 0.0 -0.1 0.0
C 0.8 0.0 -1.3
H 0.0 0.1 0.5
H 0.0 -0.1 0.0
C -0.1 0.0 -0.2
C -0.4 0.0 -0.4
H 0.3 0.1 0.0
H 0.1 -0.2 0.3
C 0.4 0.1 -0.2
H -0.3 0.0 0.1
O 1.1 -1.3 -0.7
H 0.2 -0.1 0.2
C -0.6 -0.2 -0.7
C -1.4 -0.1 -1.1
C 1.3 0.5 -0.7
H -0.1 0.1 0.4
F -0.4 0.1 0.1
H 0.1 0.0 0.1
H 0.2 0.2 0.2
C 0.1 -0.1 -0.3
H 0.0 0.7 -0.2
C -0.7 -0.5 -0.5
H 0.0 -0.2 0.2
H 0.0 -0.2 0.0
N 1.7 0.1 0.1
H 0.0 0.0 0.2
F 0.4 0.0 0.5
H -0.2 0.2 0.2
H -0.4 0.2 0.2
H -0.2 0.2 0.0
Sn -4.0 -0.1 1.5
H 0.3 0.0 0.3
O -0.9 -0.6 -0.4
H 0.1 0.1 0.2
H -0.1 0.0 0.0
H 0.0 0.0 -0.1
C -0.9 0.2 0.0
H 0.0 0.3 0.3
C 0.2 -0.1 0.2
C 0.2 1.7 -0.8
C 0.8 -1.0 0.6
O -0.1 -0.3 0.0
H -0.2 0.3 0.2
H 0.1 -0.2 0.2
H 0.2 -0.1 0.0
H 0.2 0.1 -0.2
C 1.2 -0.3 -0.3
S 3.4 3.2 2.4
O 0.2 0.4 0.0
O 0.4 -0.8 0.2
O 0.0 0.4 0.6
C -1.0 -0.1 0.2
S -2.4 -0.8 2.2
H -0.3 -0.2 0.0
H 0.2 0.3 0.2
N -0.4 0.9 -0.3
H -0.1 0.2 0.0
H -0.3 0.1 0.6
H 1.0 0.0 0.8
H 0.0 -0.2 0.1
H 0.2 0.1 -0.5
O -0.2 0.5 0.5
O 0.4 -0.6 -0.1
N -1.0 0.3 -0.1
H 0.0 -0.1 0.1
H -0.2 0.3 0.1
H 0.3 -0.1 -0.2
C -0.5 -0.7 -0.1
H -0.1 0.1 0.0

Calculated values
Gap between HOMO and LUMO (eV): 6.292
Charge: -1
HOMO (eV): -6.2
LUMO (eV): 0.087